6 unconnected molecules or ions with the total composition C28H48NO15P at a distorted geometry. Source: the Open Molecules 2025 dataset; level of theory: the ωB97M-V functional and the def2-TZVPD basis.

```
93
Properties=species:S:1:pos:R:3:mulliken_charge:R:1
C -7.117 -2.842 -0.273 -0.59
C -5.811 -2.790 -0.844 -0.11
C -4.208 -2.741 -1.312 -0.08
C -3.328 -3.283 -0.039 -0.43
C -1.763 -2.794 -0.016 -0.76
P -1.526 -0.886 -0.115 0.69
N -1.192 0.883 -0.063 -0.45
C -0.020 1.266 -0.940 0.11
C -0.557 2.176 -2.232 -0.50
C -0.677 1.248 -3.618 -0.70
H -7.982 -3.040 0.525 0.30
H -4.057 -3.431 -2.274 0.37
H -3.993 -1.636 -1.633 0.13
H -3.843 -3.051 1.012 0.11
H -3.326 -4.474 -0.123 0.38
H -1.321 -3.138 1.037 0.31
H -1.075 -3.341 -0.823 0.34
H -2.945 -0.622 0.022 -0.32
H -0.686 -0.993 1.085 -0.07
H -1.023 -1.023 -1.468 0.01
H -2.056 1.444 -0.275 0.23
H 0.716 1.995 -0.346 0.20
H 0.643 0.373 -1.304 -0.30
H -1.576 2.714 -2.009 0.29
H 0.293 2.971 -2.468 0.28
H 0.357 0.805 -3.943 0.15
H -1.024 1.980 -4.485 0.34
H -1.495 0.418 -3.508 0.13
C -5.722 1.774 3.966 -1.41
C -4.805 1.163 2.926 0.68
C -5.348 -0.086 2.300 -0.46
O -4.169 -0.761 1.900 -0.14
C -3.184 -0.354 2.756 0.47
O -2.079 -0.865 2.830 -0.57
O -3.602 0.701 3.519 -0.38
H -6.623 2.186 3.503 0.21
H -6.022 1.033 4.716 0.33
H -5.205 2.573 4.508 0.45
H -4.541 1.913 2.171 0.18
H -5.988 0.122 1.437 0.38
H -5.892 -0.728 3.002 0.23
C 5.893 0.803 -1.211 -1.61
C 4.679 -0.091 -1.062 0.79
C 4.953 -1.536 -1.354 -0.38
O 3.679 -2.009 -1.755 -0.35
C 3.018 -0.935 -2.282 0.61
O 1.966 -1.004 -2.895 -0.56
O 3.693 0.228 -2.030 -0.37
H 6.629 0.601 -0.427 0.41
H 6.373 0.662 -2.185 0.38
H 5.600 1.857 -1.157 0.40
H 4.231 0.044 -0.070 0.22
H 5.310 -2.080 -0.475 0.27
H 5.655 -1.691 -2.181 0.24
C 7.434 -6.906 -1.041 -1.46
C 7.392 -5.404 -1.235 0.55
C 8.709 -4.727 -1.001 -0.54
O 8.313 -3.418 -0.630 -0.27
C 7.074 -3.537 -0.064 0.58
O 6.501 -2.644 0.538 -0.62
O 6.563 -4.789 -0.262 -0.32
H 8.023 -7.388 -1.827 0.39
H 7.867 -7.168 -0.069 0.35
H 6.420 -7.321 -1.053 0.36
H 6.983 -5.163 -2.224 0.26
H 9.333 -4.702 -1.899 0.30
H 9.284 -5.160 -0.176 0.33
C -10.501 0.976 6.085 -1.48
C -9.894 1.873 5.025 0.57
C -10.864 2.297 3.964 -0.55
O -10.013 2.544 2.858 -0.31
C -8.921 1.740 3.026 0.61
O -8.066 1.549 2.178 -0.54
O -8.913 1.177 4.273 -0.29
H -11.212 1.528 6.706 0.39
H -11.019 0.123 5.634 0.35
H -9.717 0.562 6.728 0.37
H -9.407 2.735 5.495 0.26
H -11.417 3.200 4.237 0.31
H -11.576 1.513 3.682 0.31
C 6.626 6.512 -2.609 -1.44
C 7.544 5.372 -2.999 0.50
C 6.933 4.407 -3.970 -0.47
O 7.644 3.213 -3.698 -0.29
C 8.033 3.286 -2.389 0.69
O 8.507 2.358 -1.756 -0.57
O 7.820 4.539 -1.884 -0.33
H 6.462 7.190 -3.452 0.38
H 5.655 6.140 -2.265 0.35
H 7.055 7.080 -1.777 0.35
H 8.499 5.766 -3.367 0.25
H 7.073 4.714 -5.010 0.31
H 5.867 4.222 -3.792 0.28
```

As for the structure (SMILES): C[C@@H]1COC(=O)O1.C[C@@H]1COC(=O)O1.C[C@@H]1COC(=O)O1.C[C@@H]1COC(=O)O1.C[C@@H]1COC(=O)O1.C#CCCC[PH3]NCCC. For the HOMO energy, the calculation gives -7.62 eV.

***

3 unconnected molecules or ions with the total composition C28H48NS at a distorted geometry. Source: the Open Molecules 2025 dataset; level of theory: the ωB97M-V functional and the def2-TZVPD basis.

```
78
Properties=species:S:1:pos:R:3:mulliken_charge:R:1
C 5.053 -2.423 -2.000 -0.96
C 4.746 -1.859 -3.535 0.42
C 5.912 -1.375 -4.600 -0.39
C 5.543 -0.848 -6.118 -0.43
C 3.931 -0.825 -6.556 -0.56
C 2.745 -1.334 -5.499 0.56
C 1.203 -1.313 -6.057 -0.56
N 0.239 -0.470 -5.251 0.46
C 0.256 1.042 -5.559 -0.03
C -0.717 2.118 -4.783 -0.54
C -1.782 1.555 -3.657 -0.28
C -1.740 -0.089 -3.379 -0.50
C -0.688 -1.093 -4.199 0.40
C -0.717 -2.686 -3.796 -0.20
C -1.801 -3.592 -4.624 -0.50
C -1.209 -4.365 -5.942 -0.58
S 0.397 -5.293 -5.668 -0.20
C 3.135 -1.830 -3.978 -0.05
H 5.507 -3.515 -2.163 0.27
H 5.888 -1.817 -1.442 0.31
H 4.080 -2.556 -1.358 0.26
H 7.066 -1.414 -4.311 0.28
H 6.395 -0.513 -6.859 0.30
H 3.657 -0.470 -7.656 0.20
H 1.218 -0.847 -7.152 0.42
H 0.849 -2.451 -6.095 -0.14
H 0.990 1.483 -6.376 0.34
H -0.656 3.282 -5.027 0.31
H -2.517 2.283 -3.095 0.34
H -2.508 -0.484 -2.564 0.34
H -1.057 -2.725 -2.652 0.37
H 0.385 -3.079 -3.813 -0.18
H -2.731 -2.950 -5.008 0.29
H -2.261 -4.401 -3.890 0.34
H -1.133 -3.673 -6.912 0.32
H -2.022 -5.190 -6.233 0.36
H 0.779 -5.180 -4.303 0.15
H 2.281 -2.152 -3.241 0.01
C -0.057 -0.507 1.121 -1.33
C -1.369 0.197 0.812 -0.39
C -1.183 1.586 0.197 -0.24
C -0.463 2.608 1.086 -1.13
C -1.112 2.869 2.448 0.40
C -2.512 3.452 2.349 -1.31
H 0.523 0.034 1.873 0.32
H -0.252 -1.510 1.513 0.39
H 0.554 -0.609 0.218 0.35
H -1.978 0.257 1.721 0.27
H -1.935 -0.420 0.102 0.27
H -2.167 1.979 -0.085 0.34
H -0.620 1.488 -0.738 0.30
H -0.399 3.557 0.538 0.37
H 0.572 2.286 1.246 0.37
H -0.481 3.574 3.001 0.42
H -1.137 1.949 3.042 -0.38
H -2.506 4.391 1.787 0.35
H -2.904 3.659 3.349 0.41
H -3.204 2.760 1.860 0.27
C -1.074 -0.429 5.751 -0.86
C -2.079 0.128 6.748 -0.49
C -2.209 1.652 6.692 -0.48
C -0.936 2.434 7.039 -0.49
C -0.340 2.144 8.418 -0.49
C -1.268 2.507 9.566 -1.20
H -0.061 -0.074 5.960 0.27
H -1.060 -1.522 5.804 0.40
H -1.338 -0.143 4.728 -0.01
H -1.816 -0.199 7.759 0.27
H -3.062 -0.309 6.529 0.36
H -3.018 1.960 7.365 0.35
H -2.529 1.945 5.685 0.14
H -1.161 3.507 6.969 0.40
H -0.171 2.239 6.278 0.25
H 0.585 2.723 8.524 0.37
H -0.052 1.090 8.497 0.25
H -1.543 3.566 9.527 0.29
H -0.772 2.322 10.524 0.38
H -2.185 1.910 9.549 0.28
```

As for the total charge: +1. For the HOMO energy, the calculation gives -10.96 eV.

***

A molecular structure, C28H49BaBrGeNO5Si3. Source: the Open Molecules 2025 dataset; level of theory: the ωB97M-V functional and the def2-TZVPD basis.

```
89
Properties=species:S:1:pos:R:3:mulliken_charge:R:1
Ba -1.058 -1.274 0.129 1.39
C -5.884 -0.631 -1.021 -1.67
C -5.032 -0.808 0.221 2.12
C -5.861 -1.122 1.451 -1.76
O -4.233 0.378 0.446 -0.25
C -3.887 -1.826 0.014 -0.28
O -3.336 -2.283 1.047 -0.85
O -3.384 -1.939 -1.132 -0.79
H -6.561 0.218 -0.892 0.42
H -6.492 -1.521 -1.192 0.42
H -5.252 -0.466 -1.890 0.34
H -6.623 -0.352 1.598 0.44
H -5.222 -1.175 2.329 0.34
H -6.367 -2.081 1.330 0.40
H -4.825 1.140 0.518 0.11
C 0.165 4.489 2.933 -0.99
Si 0.070 2.671 2.477 0.37
C -1.143 1.832 3.639 -1.01
C 1.754 1.877 2.626 -0.80
Ge -0.680 2.531 0.224 -0.05
Si 0.875 3.121 -1.482 0.24
C 0.029 2.978 -3.147 -1.08
C 1.363 4.910 -1.181 -0.99
C 2.434 2.099 -1.477 -0.62
Si -2.768 3.613 -0.143 0.64
C -2.462 5.434 -0.494 -1.11
C -3.682 2.867 -1.609 -1.11
C -3.826 3.522 1.413 -1.27
H 0.651 4.611 3.906 0.38
H -0.836 4.920 3.003 0.26
H 0.733 5.066 2.200 0.28
H -0.672 1.663 4.611 0.38
H -1.494 0.867 3.268 0.25
H -2.021 2.462 3.798 0.28
H 2.114 1.937 3.657 0.52
H 2.482 2.386 1.989 0.23
H 1.729 0.827 2.327 0.00
H -0.816 3.664 -3.233 0.24
H -0.335 1.965 -3.324 0.32
H 0.741 3.221 -3.942 0.38
H 0.508 5.579 -1.087 0.26
H 1.982 5.263 -2.012 0.37
H 1.962 4.989 -0.270 0.27
H 2.237 1.050 -1.706 -0.06
H 2.948 2.159 -0.516 0.16
H 3.112 2.496 -2.240 0.44
H -2.041 5.585 -1.491 0.29
H -1.786 5.884 0.235 0.32
H -3.412 5.975 -0.448 0.40
H -3.468 3.430 -2.521 0.40
H -4.763 2.905 -1.447 0.39
H -3.414 1.825 -1.781 0.19
H -3.568 4.344 2.086 0.38
H -3.693 2.590 1.964 0.18
H -4.887 3.634 1.165 0.48
Br 0.536 -8.707 0.308 -0.15
C 0.175 -6.855 0.304 0.18
C 0.897 -6.011 1.128 -0.60
C 0.598 -4.659 1.082 -0.42
N -0.342 -4.148 0.285 0.20
C -1.035 -4.981 -0.492 -0.47
C -0.811 -6.348 -0.522 -0.53
H 1.671 -6.385 1.781 0.45
H 1.149 -3.951 1.690 0.41
H -1.802 -4.535 -1.116 0.46
H -1.390 -6.989 -1.170 0.46
C 7.190 -3.610 -1.422 -1.54
C 5.822 -3.063 -1.114 0.58
C 5.630 -2.142 -0.096 -0.99
C 4.375 -1.617 0.196 0.76
C 4.251 -0.657 1.350 -1.17
C 3.280 -2.004 -0.588 0.81
C 3.452 -2.935 -1.622 1.09
C 2.307 -3.411 -2.482 -1.38
C 4.717 -3.457 -1.856 -0.99
C 1.902 -1.446 -0.316 1.25
O 1.170 -1.158 -1.305 -1.04
O 1.520 -1.331 0.882 -0.96
H 7.879 -3.435 -0.596 0.36
H 7.606 -3.134 -2.312 0.29
H 7.151 -4.683 -1.614 0.37
H 6.479 -1.825 0.501 0.31
H 5.236 -0.299 1.651 0.37
H 3.775 -1.136 2.205 0.31
H 3.635 0.200 1.091 -0.13
H 1.437 -3.679 -1.881 0.07
H 2.612 -4.286 -3.057 0.40
H 1.984 -2.631 -3.170 0.25
H 4.844 -4.190 -2.647 0.36
```

The spin multiplicity is 2. For the HOMO energy (alpha / beta), the calculation gives -7.55 / -8.54 eV.